Computed, not measured: a structure of composition C31H49ClErP2, with ωB97M-V with the def2-TZVPD basis set.

Calculated values
2S+1: 4
LUMO (alpha / beta): -3.716 / -3.561 eV
charge: +1
frontier orbital gap (alpha / beta): 5.86 / 6.14 eV
HOMO level (alpha / beta): -0.352 / -0.357 Ha

XYZ file:
```
84
Properties=species:S:1:pos:R:3:mulliken_spin:R:1
Er 2.66916 -0.41628 -0.21697 2.023
C 1.66322 -3.25889 -0.09587 0.011
C 1.96356 -2.73166 -1.36341 -0.019
C 3.79002 -2.35201 0.00108 -0.009
C 2.72831 -2.93705 0.77171 -0.018
C 3.31752 -2.25507 -1.36115 0.015
C 0.51693 -4.15424 0.22557 0.043
H -0.28384 -4.11457 -0.51688 -0.004
H 0.01585 -3.86203 1.14497 -0.017
H 0.82832 -5.19761 0.37833 0.005
C 2.90135 -3.46692 2.14976 -0.003
H 2.00590 -4.01290 2.49376 0.000
H 3.12369 -2.67951 2.88552 -0.001
H 3.72974 -4.20621 2.19997 0.000
C 4.95883 -1.65192 0.58746 -0.003
H 5.72106 -2.39631 0.86559 -0.001
H 4.72795 -1.11786 1.54274 0.003
H 5.45643 -0.96655 -0.11362 -0.003
C 3.94421 -1.39590 -2.39380 0.003
H 4.84069 -1.89007 -2.79252 0.000
H 4.29971 -0.38726 -2.04986 -0.003
H 3.25606 -1.26646 -3.22840 0.002
C 1.14545 -2.93125 -2.59039 0.004
H 1.65605 -3.58714 -3.30598 0.000
H 0.93498 -1.98455 -3.09447 -0.001
H 0.16737 -3.37711 -2.36432 0.000
C -2.02088 -0.58268 0.24470 -0.003
C -2.17045 -1.63259 -0.56941 0.003
C -2.24978 -1.68179 -2.07378 -0.001
C -2.07707 -0.30669 -2.76530 -0.001
C -0.71523 0.24888 -2.66953 0.004
C -0.07289 0.92483 -1.68642 -0.003
C -0.52490 1.31823 -0.31717 0.006
C -1.96908 0.87472 -0.03373 -0.001
H -3.23891 -2.06587 -2.38002 0.000
H -2.85368 0.37813 -2.42899 0.000
H -1.53329 -2.42929 -2.47798 0.000
H -2.63521 1.15463 -0.85725 0.000
H -1.79282 -0.79132 1.29575 0.002
H -2.33777 -2.61914 -0.08569 0.001
H -2.31256 1.39475 0.88766 0.000
H 0.16529 0.94225 0.48544 -0.010
H 0.95935 1.25947 -1.91942 0.002
H -0.42089 2.42391 -0.19176 -0.003
H -2.24858 -0.49259 -3.83956 0.000
H -0.06740 -0.07766 -3.47665 0.000
P -1.31602 4.44679 -0.68662 0.000
P 1.13515 6.28165 -1.50389 0.000
C -1.68688 6.23127 -1.12260 0.000
C -0.45439 7.11362 -0.91353 0.000
H -2.52001 6.55439 -0.47355 0.000
H -2.03092 6.26809 -2.17106 0.000
H -0.56581 8.08138 -1.43303 0.000
H -0.30529 7.30549 0.16265 0.000
C 2.15423 7.74412 -1.01886 0.000
H 3.19206 7.58401 -1.31953 0.000
H 2.11626 7.85081 0.06945 0.000
H 1.79928 8.67850 -1.47018 0.000
C 0.92430 6.66872 -3.30744 0.000
H 0.64194 7.71306 -3.48084 0.000
H 0.15808 6.01280 -3.73194 0.000
H 1.87872 6.47836 -3.80943 0.000
C -2.15405 4.43334 0.95121 0.000
H -2.16844 3.42671 1.37586 0.000
H -3.18235 4.79183 0.85829 0.000
H -1.60441 5.08381 1.64123 0.000
C -2.58194 3.77053 -1.81071 0.001
H -2.32367 4.06691 -2.83195 0.000
H -3.57189 4.16010 -1.55861 0.000
H -2.61803 2.68378 -1.79672 0.000
Cl 0.41607 -6.35995 3.14033 0.016
C -0.90774 -5.93265 4.12487 0.141
C -1.38383 -6.82743 5.06876 -0.071
C -2.43872 -6.44997 5.92885 0.156
C -3.04590 -5.19121 5.77475 -0.077
C -2.63064 -4.32749 4.78251 0.152
C -1.51182 -4.63868 3.95078 -0.076
C -1.02873 -3.70108 3.04620 0.648
H -0.91513 -7.80901 5.16092 -0.001
H -2.77825 -7.15080 6.69793 0.010
H -3.84342 -4.90095 6.47488 -0.002
H -3.12111 -3.35612 4.65453 -0.001
H -1.71893 -2.97327 2.60524 0.061
H 0.03045 -3.45429 3.07153 0.021
```